91
Properties=species:S:1:pos:R:3:forces:R:3:mulliken_charge:R:1 method="wB97M-V/def2-TZVPD" relative_energy_kcal_mol=58.30 fmax_ev_per_a=4.1 e_lumo_ev="-1.4 / -1.4" multiplicity=1
Ni 0.0075 -0.4729 0.0036 0.606 0.496 -0.060 -0.7428
C 4.8823 0.2801 -0.0755 -0.648 -0.415 0.014 -1.1295
Si 3.3955 -0.9198 -0.0950 0.221 -0.321 0.016 -0.0006
C 3.5828 -2.2455 1.2673 0.055 0.529 -0.628 -0.9419
C 3.4026 -1.8451 -1.7730 -0.058 0.386 0.690 -0.9869
N 1.9069 -0.0821 0.2048 -0.456 -0.260 -0.267 0.5107
P 1.5916 1.4864 -0.0092 -1.458 2.238 0.094 1.7169
C -0.0333 2.1110 -0.0021 0.038 -4.100 -0.016 -1.3555
P -1.6240 1.4047 0.0104 1.320 2.296 -0.140 1.9665
N -1.8804 -0.1759 -0.2304 0.208 -0.209 0.270 0.5765
Si -3.3654 -1.0330 0.0281 -0.207 -0.372 -0.058 -0.0718
C -4.8861 0.1241 -0.0270 0.647 -0.380 0.030 -1.1106
C -3.5065 -2.3339 -1.3642 -0.066 0.474 0.662 -0.9863
C -3.3610 -1.9668 1.6977 0.000 0.386 -0.704 -0.9050
C -2.5007 2.2964 -1.3169 -0.166 -0.395 0.210 0.2289
C -3.0759 3.5551 -1.2148 0.029 -0.122 0.096 -0.3673
C -3.7364 4.0977 -2.3047 -0.003 0.177 -0.078 -0.8819
C -3.7693 3.4232 -3.5148 -0.056 0.076 -0.030 -0.4680
C -3.1489 2.1899 -3.6378 0.055 0.020 -0.039 -1.0224
C -2.5257 1.6294 -2.5393 -0.103 -0.032 0.016 -0.1032
C -2.2658 1.8696 1.6499 -0.273 -0.393 -0.203 0.4929
C -1.4566 1.4113 2.6868 0.028 -0.138 0.057 -0.6801
C -1.8492 1.5527 4.0016 0.042 -0.038 0.005 -0.7535
C -3.0624 2.1589 4.2904 -0.146 0.059 0.012 -0.5834
C -3.8731 2.6116 3.2631 -0.103 0.145 0.207 -0.7967
C -3.4782 2.4742 1.9429 0.107 -0.061 -0.103 -0.4749
C 2.2200 2.0085 -1.6376 0.331 -0.409 0.234 0.4808
C 3.3511 2.7587 -1.9177 -0.110 -0.091 0.131 -0.4313
C 3.7459 2.9329 -3.2339 0.093 0.163 -0.216 -0.7067
C 3.0196 2.3655 -4.2677 0.127 0.100 -0.011 -0.5730
C 1.8917 1.6073 -3.9905 -0.051 -0.025 -0.014 -0.7772
C 1.4961 1.4361 -2.6807 -0.007 -0.159 -0.042 -0.7014
C 2.4091 2.4056 1.3359 0.212 -0.435 -0.239 0.2519
C 2.5646 1.6865 2.5170 0.101 -0.053 -0.022 -0.1053
C 3.1509 2.2664 3.6251 -0.039 0.074 0.070 -0.9691
C 3.5976 3.5768 3.5523 0.016 0.032 0.078 -0.5219
C 3.4217 4.3062 2.3871 -0.015 0.187 0.040 -0.8066
C 2.8032 3.7363 1.2868 -0.014 -0.153 -0.097 -0.4019
H 5.8158 -0.2693 -0.0095 0.175 -0.205 0.024 0.4881
H 4.8389 0.9671 0.7656 -0.032 0.083 0.156 0.3024
H 4.9115 0.8690 -0.9881 -0.017 0.037 -0.127 0.3018
H 4.5049 -2.7961 1.1121 0.223 -0.177 -0.017 0.4042
H 2.7629 -2.9546 1.2196 -0.171 -0.157 -0.030 0.1836
H 3.6112 -1.8294 2.2689 -0.021 0.194 0.162 0.2952
H 4.3600 -2.3313 -1.9391 0.206 -0.086 0.021 0.4484
H 3.2178 -1.1826 -2.6142 -0.053 0.206 -0.080 0.3063
H 2.6387 -2.6171 -1.7757 -0.133 -0.167 -0.012 0.1751
H -4.8189 0.8443 -0.8384 0.033 0.085 -0.140 0.2996
H -4.9832 0.6737 0.9044 -0.003 0.030 0.121 0.3088
H -5.8000 -0.4451 -0.1647 -0.140 -0.234 -0.044 0.4872
H -3.4546 -1.9001 -2.3568 0.040 0.214 -0.168 0.2968
H -4.4537 -2.8563 -1.2809 -0.230 -0.181 0.011 0.4164
H -2.7135 -3.0685 -1.2730 0.199 -0.192 0.032 0.1918
H -3.2597 -1.2948 2.5454 0.041 0.218 0.083 0.2996
H -2.5353 -2.6715 1.7279 0.167 -0.159 0.009 0.1473
H -4.2789 -2.5316 1.8307 -0.213 -0.118 -0.011 0.4263
H -3.0125 4.1095 -0.2898 -0.036 0.039 0.079 0.5967
H -4.2294 5.0552 -2.2062 0.032 0.079 -0.035 0.4100
H -4.2678 3.8643 -4.3650 -0.085 0.036 -0.062 0.4105
H -3.1568 1.6652 -4.5838 -0.009 -0.007 -0.039 0.4195
H -2.0594 0.6552 -2.6042 -0.029 -0.055 -0.060 0.3391
H -0.5203 0.9176 2.4302 -0.061 0.186 0.133 0.0192
H -1.2199 1.1843 4.7989 0.055 -0.009 0.070 0.4531
H -3.3798 2.2722 5.3151 -0.048 0.015 0.135 0.3887
H -4.8272 3.0667 3.4879 -0.052 0.073 0.050 0.4246
H -4.1229 2.8176 1.1468 -0.069 -0.013 -0.008 0.5840
H 3.9357 3.1850 -1.1146 0.065 -0.003 0.022 0.5836
H 4.6341 3.5097 -3.4508 0.038 0.061 -0.046 0.4226
H 3.3338 2.5128 -5.2893 0.057 0.006 -0.124 0.3918
H 1.3316 1.1477 -4.7925 -0.046 -0.009 -0.068 0.4404
H 0.6306 0.8249 -2.4278 0.031 0.181 -0.159 0.0973
H 2.2246 0.6593 2.5420 0.062 -0.046 0.058 0.3463
H 3.2600 1.6986 4.5391 0.028 -0.004 0.048 0.4206
H 4.0661 4.0346 4.4106 0.077 0.054 0.062 0.3980
H 3.7654 5.3306 2.3348 -0.023 0.050 0.028 0.4114
H 2.6251 4.3229 0.3968 0.037 0.052 -0.077 0.5817
N -0.0446 -7.4570 -1.2703 -0.064 0.588 0.138 -0.2851
C -0.0744 -6.7691 -0.1074 0.011 -2.322 0.364 0.4450
S -0.0433 -7.6200 1.3148 0.029 0.089 -0.197 -0.3903
C -0.0789 -5.3252 -0.1315 0.019 2.166 -0.070 0.8601
C -0.0469 -4.5615 -1.3095 0.080 -0.637 0.597 -0.6658
C 0.0598 -3.1923 -1.2239 0.152 0.616 0.015 -1.2719
N 0.1520 -2.5244 -0.0665 -0.681 -0.036 -0.030 1.1209
C 0.0723 -3.2444 1.0655 0.180 0.556 -0.100 -1.0707
C -0.0525 -4.6124 1.0788 0.077 -0.471 -0.484 -0.6168
H -0.0008 -8.4591 -1.2044 -0.092 -0.020 -0.027 0.2051
H -0.2451 -7.0375 -2.1595 0.069 0.033 -0.067 0.1591
H -0.0697 -5.0177 -2.2862 0.001 0.031 -0.110 0.2287
H 0.1055 -2.5938 -2.1256 -0.047 0.035 0.049 0.4999
H 0.1484 -2.6771 1.9881 -0.076 -0.087 -0.082 0.4814
H -0.0865 -5.1675 2.0042 -0.009 0.106 0.046 0.5136